# 1
Density functional theory data (ωB97M-V/def2-TZVPD) for a 2-piece molecular cluster, CH4I2O overall in a non-equilibrium geometry.

Output
maximum force	0.038	hartree/bohr
Kohn-Sham gap	8.8	eV
SMILES	ICI.O
DFT total energy	-19349.9533	eV
net charge	0
LUMO energy	-0.73	eV
relative energy (zero: lowest compared OMol25 entry of this formula, charge and spin)	15.9	kJ/mol
2S+1	1

Geometry as XYZ:
```
8
Properties=species:S:1:pos:R:3:forces:R:3
I 0.22799 -1.34855 -0.57399 -0.01 0.17 1.50
C 0.25211 -1.28002 1.65617 -0.04 -0.07 -0.25
I 0.26952 0.76252 2.60747 0.03 -1.73 -0.88
H -0.64029 -1.83697 2.00095 0.44 0.73 -0.28
H 1.14587 -1.87124 1.93383 -0.41 0.85 -0.08
O -0.02017 1.90657 -2.53968 -1.21 -0.11 -0.07
H -0.71024 2.58963 -2.38004 0.71 -0.77 -0.17
H -0.52476 1.07807 -2.70472 0.49 0.93 0.23
```
Forces are in eV/Å.

---

# 2
Density functional theory data (ωB97M-V/def2-TZVPD) for a 2-piece molecular cluster, CH4I2OSi overall in a non-equilibrium geometry.

Output
maximum force	0.067	hartree/bohr
Kohn-Sham gap (spin up / spin down)	7.0 / 6.4	eV
DFT total energy	-27226.8254	eV
net charge	0
LUMO energy (spin up / spin down)	0.50 / -3.41	eV
relative energy (zero: lowest compared OMol25 entry of this formula, charge and spin)	0.0	kJ/mol
2S+1	3

Geometry as XYZ:
```
9
Properties=species:S:1:pos:R:3:forces:R:3
C -0.57576 -0.05782 1.35376 -0.18 2.00 0.33
O 0.61599 0.02089 0.61222 0.10 -0.13 0.38
Si 0.73952 0.47778 -0.95947 0.99 -3.32 0.26
I -1.04490 -2.07080 -2.90493 -0.11 -0.17 -0.12
I 3.08153 0.24546 -1.51721 0.15 0.41 0.02
H -1.25908 -0.83138 1.16560 -0.75 -1.25 -1.43
H -1.07641 0.90646 1.31161 -0.46 0.09 -0.28
H -0.45147 -0.19067 2.39648 1.27 -0.09 1.18
H -0.02942 1.50007 -1.45805 -1.01 2.45 -0.35
```
Forces are in eV/Å.

---

# 3
Density functional theory data (ωB97M-V/def2-TZVPD) for a 2-piece molecular cluster, CH4IN overall in a non-equilibrium geometry.

Output
maximum force	0.046	hartree/bohr
Kohn-Sham gap (spin up / spin down)	8.4 / 7.7	eV
DFT total energy	-10687.3267	eV
net charge	0
LUMO energy (spin up / spin down)	-0.72 / -1.04	eV
relative energy (zero: lowest compared OMol25 entry of this formula, charge and spin)	401.1	kJ/mol
2S+1	1

Geometry as XYZ:
```
7
Properties=species:S:1:pos:R:3:forces:R:3
C -0.32677 -0.49334 0.12190 -2.17 -0.86 0.50
N 0.71023 0.46499 0.10392 0.09 1.21 1.58
I 1.69345 0.69579 -1.65842 -0.43 0.04 0.07
H -1.06404 -0.59867 -0.64086 -0.52 1.02 -1.46
H -0.04616 -1.50984 0.11545 1.86 -1.38 -0.10
H -0.98911 -0.58022 0.99842 0.67 1.25 0.47
H 0.02240 2.02128 0.95960 0.50 -1.28 -1.06
```
Forces are in eV/Å.

---

# 4
Density functional theory data (ωB97M-V/def2-TZVPD) for a 2-piece molecular cluster, CH4IN2O overall in a non-equilibrium geometry.

Output
maximum force	0.074	hartree/bohr
Kohn-Sham gap (spin up / spin down)	8.3 / 8.3	eV
DFT total energy	-14217.1616	eV
net charge	+1
LUMO energy (spin up / spin down)	-6.64 / -6.59	eV
relative energy (zero: lowest compared OMol25 entry of this formula, charge and spin)	411.6	kJ/mol
2S+1	1

Geometry as XYZ:
```
9
Properties=species:S:1:pos:R:3:forces:R:3
C -0.72723 0.23329 0.23548 0.79 -2.87 -1.47
N 0.25620 -1.72183 -0.09658 -1.09 3.63 -0.54
N -0.13848 1.35743 0.02846 2.35 -0.89 1.24
O -0.69670 2.56250 -0.19864 -0.92 0.73 0.02
I -2.74779 -0.13336 -0.01021 0.64 0.47 0.25
H -0.51129 -2.31245 0.19684 -0.64 0.01 0.37
H 0.92251 -1.73712 0.65275 0.60 0.09 0.83
H 0.93850 1.51758 0.15779 -2.46 -0.75 -0.48
H -1.61938 2.61810 0.16049 0.72 -0.42 -0.23
```
Forces are in eV/Å.

---

# 5
Density functional theory data (ωB97M-V/def2-TZVPD) for a 2-piece molecular cluster, CH4IN2S overall in a non-equilibrium geometry.

Output
maximum force	0.093	hartree/bohr
Kohn-Sham gap (spin up / spin down)	6.7 / 6.8	eV
DFT total energy	-23008.8382	eV
net charge	+1
LUMO energy (spin up / spin down)	-6.75 / -6.98	eV
relative energy (zero: lowest compared OMol25 entry of this formula, charge and spin)	228.6	kJ/mol
2S+1	1

Geometry as XYZ:
```
9
Properties=species:S:1:pos:R:3:forces:R:3
C -0.10227 -0.16568 -0.33584 -0.32 1.02 -0.37
N -1.04514 -1.00966 -0.01244 -0.84 -0.65 -0.10
N -0.14384 1.00286 0.29097 4.02 1.85 -1.85
S 1.06177 2.30961 0.06201 -1.46 -1.98 0.16
I 3.34566 -0.62883 -0.06010 0.12 0.05 0.06
H 0.68391 -0.23646 -1.10985 -0.75 -0.60 0.41
H -1.36837 -1.83700 -0.56667 0.80 1.09 0.83
H -1.64861 -0.63797 0.74617 0.16 -1.09 -0.86
H -0.78309 1.20314 0.98575 -1.72 0.31 1.71
```
Forces are in eV/Å.

---

# 6
Density functional theory data (ωB97M-V/def2-TZVPD) for a 2-piece molecular cluster, CH4INS overall in a non-equilibrium geometry.

Output
maximum force	0.048	hartree/bohr
Kohn-Sham gap (spin up / spin down)	7.2 / 8.4	eV
DFT total energy	-21523.8950	eV
net charge	0
LUMO energy (spin up / spin down)	-2.05 / -0.93	eV
relative energy (zero: lowest compared OMol25 entry of this formula, charge and spin)	335.6	kJ/mol
2S+1	1

Geometry as XYZ:
```
8
Properties=species:S:1:pos:R:3:forces:R:3
C -0.48309 -0.95112 0.26444 -1.10 -1.00 -2.00
N 0.67054 -0.17154 0.44163 1.05 0.50 0.84
S -0.61405 2.37943 -0.35688 0.13 -0.10 0.05
I 2.37274 -0.76925 -0.48586 -0.48 -0.08 0.09
H -0.86597 -0.50026 -0.69229 -0.20 -0.80 0.32
H -0.47736 -2.07521 0.15484 0.63 1.08 -0.01
H -1.25656 -0.72382 0.97793 -0.03 0.40 0.70
H 0.65374 2.81177 -0.30380 0.00 0.00 0.00
```
Forces are in eV/Å.

---

# 7
Density functional theory data (ωB97M-V/def2-TZVPD) for a 2-piece molecular cluster, CH4INS overall in a non-equilibrium geometry.

Output
maximum force	0.089	hartree/bohr
Kohn-Sham gap (spin up / spin down)	7.7 / 7.6	eV
DFT total energy	-21523.0116	eV
net charge	0
LUMO energy (spin up / spin down)	-0.96 / -0.95	eV
relative energy (zero: lowest compared OMol25 entry of this formula, charge and spin)	420.9	kJ/mol
2S+1	1

Geometry as XYZ:
```
8
Properties=species:S:1:pos:R:3:forces:R:3
C -0.59428 0.96843 0.27573 3.70 2.62 0.72
N -0.39921 -2.00525 -0.31065 -1.61 1.43 1.48
S 0.75491 0.58847 -0.87439 -1.13 0.15 -0.80
I 2.64480 -0.02150 0.28599 0.77 -0.22 0.82
H -1.40420 0.71048 -0.24543 -3.44 -0.07 -2.53
H -0.50021 1.99755 0.67790 -0.42 -0.57 -0.59
H -0.69483 0.31784 1.05238 0.53 -1.97 2.39
H 0.19302 -2.55602 -0.86153 1.61 -1.37 -1.49
```
Forces are in eV/Å.

---

# 8
Density functional theory data (ωB97M-V/def2-TZVPD) for an isolated molecule of CH4IO2PS in a non-equilibrium geometry.

Output
maximum force	0.044	hartree/bohr
Kohn-Sham gap (spin up / spin down)	5.8 / 6.5	eV
SMILES	CO[S@@](=O)(=P)I
DFT total energy	-33418.0043	eV
net charge	0
LUMO energy (spin up / spin down)	-2.51 / -2.39	eV
relative energy (zero: lowest compared OMol25 entry of this formula, charge and spin)	253.7	kJ/mol
2S+1	1

Geometry as XYZ:
```
10
Properties=species:S:1:pos:R:3:forces:R:3
C 0.37118 -0.77406 -0.08953 -0.59 0.05 -1.63
O -0.08437 0.59086 -0.26161 0.33 0.37 -0.87
S -1.28232 1.29969 0.45284 -0.73 -0.23 0.28
O -1.08224 1.40518 1.88228 -0.21 -0.36 -0.48
P -1.55853 3.04639 -0.68473 1.25 -0.92 -0.49
I -3.27098 -0.73835 0.31313 0.80 0.80 0.00
H 0.14671 -1.02630 0.88922 -0.81 -1.03 1.85
H 1.44579 -0.69129 -0.09543 0.32 -0.21 -0.69
H -0.10974 -1.47289 -0.86931 0.91 1.27 1.26
H -2.82608 2.96499 -0.20075 -1.27 0.26 0.77
```
Forces are in eV/Å.

---

# 9
Density functional theory data (ωB97M-V/def2-TZVPD) for an isolated molecule of CH4IOP in a non-equilibrium geometry.

Output
maximum force	0.060	hartree/bohr
Kohn-Sham gap	9.8	eV
SMILES	POCI
DFT total energy	-20537.2127	eV
net charge	0
LUMO energy	0.32	eV
relative energy (zero: lowest compared OMol25 entry of this formula, charge and spin)	141.2	kJ/mol
2S+1	1

Geometry as XYZ:
```
8
Properties=species:S:1:pos:R:3:forces:R:3
P -0.36401 -1.00609 0.96281 1.95 -1.93 -1.42
O 0.34132 0.06820 -0.12651 0.30 -1.05 0.43
C -0.33834 1.13291 -0.72410 2.34 0.71 1.21
I -2.02775 0.39209 -1.75360 -0.37 0.29 -0.38
H -0.06638 -2.32661 0.13280 -0.91 1.84 1.01
H 0.93393 -1.33465 1.54692 -0.83 0.47 0.09
H 0.53211 1.50903 -1.42416 -2.47 0.01 1.10
H -0.61520 1.81011 0.16756 -0.02 -0.33 -2.05
```
Forces are in eV/Å.

---

# 10
Density functional theory data (ωB97M-V/def2-TZVPD) for a 2-piece molecular cluster, CH4IOP overall in a non-equilibrium geometry.

Output
maximum force	0.060	hartree/bohr
Kohn-Sham gap (spin up / spin down)	8.5 / 5.2	eV
DFT total energy	-20535.4359	eV
net charge	0
LUMO energy (spin up / spin down)	-0.26 / -1.84	eV
relative energy (zero: lowest compared OMol25 entry of this formula, charge and spin)	312.7	kJ/mol
2S+1	1

Geometry as XYZ:
```
8
Properties=species:S:1:pos:R:3:forces:R:3
C 0.82699 -0.73672 1.42438 0.47 -2.55 1.71
O 0.98771 0.37969 0.75449 0.77 1.98 -1.05
P -1.52702 0.10399 -1.39094 0.49 0.31 -0.54
I 0.29238 0.89377 -2.82091 -0.23 -0.23 0.34
H 1.68821 -1.32729 1.83160 -0.44 1.25 -0.90
H -0.10599 -1.12830 1.75792 -0.91 0.32 -0.11
H 0.26126 1.02822 0.68654 0.15 -0.99 0.41
H -2.42354 0.78663 -2.24309 -0.30 -0.08 0.13
```
Forces are in eV/Å.

---

> What is the net charge in the ninth record?

0